ORCA calculation (ωB97M-V/def2-TZVPD) on a structure of composition C27H48ClCoO2P.

```
80
Properties=species:S:1:pos:R:3:forces:R:3
H 0.095 -1.299 -3.054 0.2839 0.2019 0.0965
H 1.453 2.236 -2.293 -0.3272 0.1909 -0.0558
H -3.194 -2.117 -3.862 0.0774 0.0970 0.1161
H -0.649 -2.635 5.487 -0.0611 0.0170 0.0439
H -1.005 4.026 -2.565 0.0852 -0.0008 -0.0564
H 0.464 4.130 -3.551 -0.1030 0.1400 0.0994
H 0.409 -2.176 0.917 -0.0359 0.0428 0.3999
H -1.497 0.143 -3.376 -0.1353 0.0151 0.1871
C 1.217 -0.562 -1.308 -0.7341 0.1761 -0.0472
H -1.189 2.409 -0.731 0.1563 -0.0836 -0.1320
H 1.115 0.114 -3.371 -0.0240 -0.2654 0.1537
H 0.500 -0.452 4.356 -0.4652 0.1525 -0.5027
C -0.119 -1.800 1.814 -0.7123 -2.7129 -1.2141
H 3.861 -0.443 -3.607 -0.0643 -0.0152 0.0959
H -0.596 4.645 0.221 0.0878 -0.0266 -0.0635
H -2.418 -2.678 5.530 0.0852 0.0902 0.1654
O 1.885 1.361 2.445 1.5023 -0.3216 0.3929
H 1.728 2.659 0.128 -0.2176 0.0480 -0.0085
C -1.586 -2.927 3.579 0.5183 -0.1150 0.3143
H -2.335 1.467 -2.550 0.2888 -0.3674 0.1736
H -1.094 -2.213 -1.815 -0.1930 0.0443 0.0446
C 0.696 4.829 -1.505 0.1280 0.0896 -0.0842
H -1.725 -2.117 -0.178 -0.0014 0.1039 -0.2220
C -1.829 -0.247 -1.239 0.2490 0.4121 0.1443
C 0.440 4.406 -0.059 -0.0904 -0.2753 0.0970
C 3.603 -0.752 2.694 0.0274 0.0145 0.1476
H -0.089 1.799 -3.032 0.0783 0.1573 0.3633
C 2.555 0.149 -1.080 0.2126 -0.0529 0.2248
H -2.546 0.125 -0.484 0.1615 -0.0958 -0.2259
C -0.218 -2.807 2.868 0.0843 -1.3706 -0.0887
H 1.090 4.968 0.620 -0.0953 0.0720 -0.0870
H 0.296 5.836 -1.656 0.1153 0.0534 -0.0542
C -0.511 -0.034 4.265 -0.1018 1.9102 1.1918
H 1.254 -1.537 -0.793 0.0641 0.2009 -0.0843
C 3.586 -1.264 -2.931 0.0077 0.0685 -0.0533
H -2.378 -2.457 2.987 0.1325 -0.0171 -0.0864
P -0.210 0.288 -0.408 -0.2127 0.2452 -1.0706
H -4.003 -2.144 -0.916 0.0760 0.0454 -0.1242
H -4.793 -1.945 -3.171 0.0421 -0.0461 -0.0516
C -3.256 -2.311 -1.704 0.0318 0.1222 0.1226
C 3.704 -0.784 -1.480 -0.1181 0.0803 0.1397
H 4.312 -2.065 -3.104 0.0027 0.0776 -0.0736
C -2.242 0.368 -2.597 0.0881 -0.1724 -0.1869
H -3.179 -3.396 -1.842 -0.0854 0.0599 0.0879
H -1.838 -3.993 3.687 -0.0169 0.1748 -0.0459
H 2.677 0.481 -0.037 -0.0862 -0.1799 -0.2753
H 4.653 -0.253 -1.337 -0.0191 -0.1953 -0.0156
H 3.698 -1.648 -0.797 0.0362 0.1335 -0.1237
C -3.742 -1.679 -3.015 0.0636 -0.0383 -0.0460
C -1.555 -2.301 4.967 -0.4182 0.0562 -0.0595
C 0.371 2.418 -2.248 -0.2437 0.3138 -0.1082
H 3.898 0.287 2.858 -0.1461 -0.0108 0.0235
C -1.903 -1.776 -1.210 -0.0818 -0.2076 -0.1583
C 0.085 3.888 -2.549 -0.0018 0.0070 -0.0085
C 1.060 -0.835 -2.812 0.1964 -0.0494 -0.1947
C 0.656 2.905 0.186 0.0359 0.3488 0.1984
C -3.611 -0.155 -3.054 -0.0052 0.0093 0.2402
H 0.030 2.032 3.756 -0.2372 -0.3691 -0.0204
H 0.348 2.670 1.213 0.0986 -0.0596 -0.3932
H -2.568 -0.455 4.492 0.0340 -0.1519 -0.0394
H 2.101 -1.883 -4.388 0.0828 -0.1023 0.1750
H -4.361 0.299 -2.391 -0.0222 -0.1451 -0.0942
C 1.448 0.227 2.312 -0.9644 1.5204 -0.5017
Co -0.529 -0.043 1.919 0.6818 1.4112 0.2008
C 2.183 -1.766 -3.298 -0.0957 -0.0219 0.1138
H 2.597 1.054 -1.703 0.1010 -0.3084 0.1967
H -3.819 0.200 -4.073 -0.0260 0.0151 0.1841
H 3.830 -1.354 3.572 0.2486 -0.0080 0.0462
Cl -2.204 1.325 1.812 -2.0833 1.1801 -0.7095
H 1.778 4.890 -1.674 -0.0176 -0.0490 -0.0032
C -0.136 2.097 -0.837 0.0481 -0.5457 -0.2074
H -1.688 1.696 4.450 0.2679 0.0242 -0.7321
H 0.040 -3.806 2.481 -0.0530 -0.0863 -0.0358
C -1.626 -0.777 4.955 -0.3448 -0.1979 0.2521
H 2.030 -2.758 -2.847 -0.0035 0.1379 -0.0882
H 4.141 -1.145 1.828 0.0121 -0.0400 0.0049
O 2.202 -0.889 2.473 1.2250 0.0235 0.0086
H 0.589 -2.637 3.600 -0.0884 0.0781 0.4395
C -0.739 1.317 4.054 0.8797 -1.6297 1.6437
H -1.696 -0.432 6.000 0.1347 -0.0276 -0.0956
```
Forces are in eV/Å.

Summary:
Gap between HOMO and LUMO (spin up / spin down) in eV: 4.46 / 7.14
2S+1: 5
HOMO level (spin up / spin down) in eV: -1.6637 / -4.3522
Expectation value of S²: 6.04
Charge: -1
E_LUMO (spin up / spin down) in Ha: 0.103 / 0.103

Atomic partial charges in e from the Löwdin method, atoms 1 to 8:
1. H 0.08
2. H 0.09
3. H 0.11
4. H 0.10
5. H 0.11
6. H 0.10
7. H 0.02
8. H 0.09



ORCA calculation (ωB97M-V/def2-TZVPD) on a structure of composition C17H33N8RuS2.

```
61
Properties=species:S:1:pos:R:3:forces:R:3
C 0.443 1.942 5.011 -0.0151 0.1460 -0.0174
H -4.495 2.529 -2.219 -0.0182 -0.0119 -0.0182
H -1.413 -5.552 -0.602 -0.0165 -0.0102 0.0423
C 1.884 3.032 3.241 -0.0157 -0.0009 -0.0251
H 2.098 3.855 3.920 0.0221 -0.0031 0.0018
C 2.863 0.614 -0.817 -0.0480 0.0232 0.0066
H -4.844 0.933 -1.645 -0.0044 -0.0044 0.0055
C -0.553 -5.556 0.058 -0.0174 0.0724 0.0445
H 0.957 -6.117 -1.401 -0.0041 -0.0057 -0.0015
H -3.294 -3.360 -2.793 0.0032 0.0047 0.0081
H 0.968 0.500 2.833 0.0511 0.0701 0.0004
H -1.034 4.326 -2.869 -0.0011 0.0085 0.0047
H 0.173 -7.466 -0.575 0.0057 -0.0035 0.0087
C 0.560 -6.456 -0.444 0.0088 -0.0249 -0.0211
H 0.462 -4.016 1.082 -0.0613 -0.0175 0.0265
H 2.874 -0.353 -0.333 0.0170 -0.0011 -0.0053
N -2.034 2.455 -1.821 0.3400 -0.2532 0.1151
C -2.768 -4.261 -2.476 -0.0275 0.0017 -0.0012
C -1.266 -4.084 -2.599 0.0444 0.0120 -0.0359
H -0.484 1.404 5.210 -0.0043 0.0208 -0.0022
C 2.721 3.032 -2.076 0.0822 0.0112 0.0229
H -3.093 -5.078 -3.120 0.0114 0.0072 -0.0107
C 1.587 2.364 -1.670 -0.1473 0.0146 0.0101
H -0.910 -5.876 1.036 0.0217 -0.0403 -0.0049
N -0.742 -3.020 -1.709 -0.0153 0.0992 0.0191
N -0.863 0.881 2.190 -0.0384 0.3624 0.5173
Ru -0.252 0.359 -0.590 0.3447 -0.3599 -0.3416
H 0.478 2.806 5.676 0.0284 -0.0305 0.0359
C 0.501 2.482 3.570 0.0083 -0.0750 -0.1201
H 1.299 1.306 5.240 -0.0137 -0.0204 -0.0077
S -2.420 -0.110 -0.904 0.0823 0.1108 -0.0106
H -0.705 3.710 2.226 0.0216 0.0036 0.0060
H -0.997 -3.768 -3.605 -0.0112 -0.0126 -0.0101
H -1.168 -0.055 2.455 0.0950 -0.0740 -0.2621
H -0.346 4.421 3.784 -0.0232 -0.0092 0.0363
N 0.305 1.264 2.714 -0.1204 -0.2680 0.1935
C 0.224 2.877 -1.949 0.2101 -0.0115 0.0247
C 4.039 1.235 -1.201 0.0166 -0.0264 0.0206
H -0.782 -2.090 -2.095 -0.0241 0.0289 -0.0242
H 4.870 2.968 -2.158 -0.0002 0.0022 0.0063
N -4.173 1.662 -1.814 0.0919 0.0183 0.0289
H -1.584 1.592 2.298 -0.0047 -0.0175 -0.0505
H -1.571 3.176 3.702 -0.0001 -0.0015 -0.0074
C -2.875 1.500 -1.567 -0.3384 0.0630 -0.0391
H 0.436 4.978 -2.116 0.0004 0.0054 -0.0155
H 4.987 0.753 -1.008 -0.0038 -0.0045 -0.0002
S 0.558 -1.638 0.217 -0.2607 0.0165 -0.2173
H 1.928 3.412 2.219 -0.0077 0.0116 0.0025
C -0.606 3.485 3.292 -0.0042 0.0077 -0.0546
H -3.075 -4.492 -1.456 0.0118 -0.0111 0.0051
H 1.383 -6.507 0.269 -0.0013 0.0138 -0.0001
C -0.212 -3.088 -0.508 0.1472 -0.1383 0.1657
H 2.641 3.983 -2.582 0.0050 -0.0059 -0.0108
H 2.661 2.279 3.381 -0.0039 -0.0029 0.0046
C 3.969 2.460 -1.837 -0.0231 0.0491 -0.0245
H -0.710 -4.998 -2.408 -0.0269 0.0219 -0.0087
N 1.659 1.160 -1.034 0.0310 0.1244 -0.0108
N -0.097 -4.157 0.251 0.0263 -0.0350 -0.0046
C 0.020 4.146 -2.691 -0.0212 -0.0177 0.0168
H 0.547 4.112 -3.647 -0.0103 -0.0020 -0.0080
N -0.730 2.108 -1.535 -0.3945 0.1697 -0.0084
```
Forces are in eV/Å.

Summary:
Gap between HOMO and LUMO (spin up / spin down) in eV: 7.91 / 5.74
2S+1: 5
HOMO level (spin up / spin down) in eV: -17.0905 / -17.0928
Expectation value of S²: 6.02
Charge: +3
E_LUMO (spin up / spin down) in Ha: -0.337 / -0.417

Atomic partial charges in e from the Löwdin method, atoms 1 to 8:
1. C 0.01
2. H 0.14
3. H 0.09
4. C -0.01
5. H 0.11
6. C -0.11
7. H 0.11
8. C -0.19



ORCA calculation (ωB97M-V/def2-TZVPD) on an isolated molecule of C2H2N4O3.

```
11
Properties=species:S:1:pos:R:3:forces:R:3
C -0.395 0.740 -1.394 -0.4191 0.7683 -0.8312
O -0.303 -1.758 -2.159 0.4816 0.7045 1.3302
N 0.086 -1.572 -1.017 -0.8289 0.3948 -1.6556
N -0.294 0.858 1.664 2.5221 0.3383 0.8977
H -1.254 0.792 1.519 -1.6368 -0.1781 -0.3830
H 0.023 1.326 2.569 -0.2811 -1.1270 -2.1715
O 1.782 0.252 0.886 -0.6541 -0.2502 -0.4189
O 0.555 -2.363 -0.273 0.3199 0.0478 0.8392
N -0.162 -0.215 -0.490 0.7400 -0.2745 1.3093
C 0.597 0.301 0.775 -0.4289 0.1836 0.6977
N -0.633 1.640 -2.080 0.1853 -0.6074 0.3861
```
Forces are in eV/Å.

Summary:
Gap between HOMO and LUMO in eV: 10.85
SMILES string: N#CN(C(N)=O)[N+](=O)[O-]
HOMO level in eV: -11.1816
Charge: 0
E_LUMO in Ha: -0.012

Atomic partial charges in e from the Löwdin method, atoms 1 to 8:
1. C -0.28
2. O 0.11
3. N -0.36
4. N 0.18
5. H 0.08
6. H 0.17
7. O 0.14
8. O 0.15



Max |F| (eV/A)
3.06; 0.63; 2.70